Record 1
Below is a structure of composition C30H55Cl3N5O4PSe2Si2V, with properties calculated with ωB97M-V/def2-TZVPD.

Last column: Mulliken spin population.
Positions of all 103 atoms, in Å:
O  -0.493  1.004  0.085  -0.015
H  2.271  -0.579  7.283  0.000
C  2.631  -3.320  0.357  -0.011
C  -0.732  -1.100  -4.019  0.001
H  -3.794  1.860  -4.301  0.000
H  3.776  3.020  1.933  0.001
H  3.082  -5.040  -2.519  -0.003
C  3.941  2.027  4.501  0.001
C  0.737  -1.593  5.268  0.003
H  4.490  0.549  -2.240  0.002
H  1.388  3.528  4.722  0.000
H  -1.622  -4.589  -2.388  0.000
H  -3.609  -2.330  -1.623  0.000
C  3.236  -4.191  -0.543  0.009
C  2.941  3.076  -2.276  -0.004
H  0.269  -1.433  -4.315  0.000
N  1.518  -2.651  0.049  -0.017
C  1.478  -3.696  -2.115  0.003
H  -3.540  -1.017  -2.828  0.000
H  -0.903  -4.176  -3.962  0.000
O  0.247  3.123  -0.162  0.006
H  1.024  2.477  6.099  0.000
H  -0.609  1.691  2.149  0.004
H  -4.407  3.119  0.839  0.000
H  1.014  -3.821  -3.084  0.001
C  -2.938  3.066  -0.718  0.000
P  1.544  0.512  3.640  0.039
H  2.723  -2.171  2.134  0.010
H  4.774  2.637  4.127  -0.001
H  -1.825  1.646  4.807  0.000
Cl  -2.521  -3.855  0.576  -0.001
N  3.009  -0.303  -1.006  0.030
Se  -3.356  0.870  1.184  -0.006
H  2.908  -3.906  2.395  0.000
O  4.262  3.448  -2.323  0.000
H  -0.243  3.463  5.369  0.000
H  2.375  3.496  2.888  0.000
N  -0.176  -2.034  -1.277  0.016
H  4.071  -0.780  4.976  -0.001
V  0.404  -0.983  0.668  0.959
C  -1.627  -3.863  -3.205  0.000
H  -2.028  3.268  -0.156  0.000
H  -1.237  0.119  4.158  -0.002
C  3.157  1.481  3.303  0.018
H  0.344  3.141  2.451  0.000
H  -1.398  -1.217  -4.882  0.000
C  2.837  2.657  2.369  0.007
H  4.435  -0.306  3.041  0.000
C  0.220  1.756  4.166  0.001
H  -5.795  0.173  1.055  0.000
C  -5.122  0.444  1.870  0.001
C  3.167  -1.386  4.983  0.003
O  2.123  3.776  -2.773  0.000
H  4.937  1.130  2.140  0.000
C  2.634  -4.368  -1.793  -0.008
H  -0.668  -0.037  -3.775  -0.001
Se  -2.355  2.058  -2.275  0.000
H  -0.129  -1.207  5.804  0.001
C  -0.959  0.977  4.772  0.004
C  4.068  0.553  2.483  0.007
H  2.793  0.926  6.525  0.000
H  3.523  0.176  1.616  0.004
H  4.132  -4.726  -0.257  0.000
C  1.880  -0.566  5.176  0.002
Cl  -2.704  -2.084  3.333  0.000
C  0.342  1.899  -0.260  0.003
C  2.719  1.782  -1.601  -0.007
H  1.090  -2.483  5.800  0.000
H  -5.537  1.282  2.432  0.000
H  0.410  -1.918  4.283  0.000
H  4.267  -2.978  1.725  -0.001
H  3.130  -1.978  4.070  -0.002
H  -4.828  1.966  -2.871  0.000
H  -4.837  2.039  -0.488  0.000
C  -0.338  2.427  2.903  0.005
C  -3.013  -1.494  -1.994  0.001
C  0.643  2.855  5.149  -0.001
H  2.179  2.365  1.551  0.000
Si  -1.237  -2.504  1.725  -0.064
H  3.337  2.667  5.147  0.000
H  -2.620  -3.885  -3.668  0.000
N  1.132  -0.299  2.408  -0.012
H  -1.252  2.967  3.178  0.000
H  3.250  -2.084  5.824  0.001
H  1.078  0.628  6.831  0.000
H  -2.923  -0.764  -1.190  0.002
C  3.572  0.697  -1.694  0.017
H  -0.768  0.636  5.789  -0.001
C  2.011  0.164  6.519  -0.001
H  4.749  2.910  -1.689  0.001
H  4.374  1.240  5.118  0.000
Si  -1.342  -2.111  -2.543  0.005
N  1.851  0.073  -0.462  -0.054
H  -3.323  4.016  -1.101  0.000
C  3.177  -3.079  1.733  -0.007
C  -4.006  2.390  0.128  -0.001
H  -4.080  3.441  -3.545  0.000
C  1.631  1.316  -0.819  0.045
H  3.301  -1.264  -0.885  -0.001
H  -4.998  -0.414  2.530  0.000
Cl  -0.184  -4.135  2.822  0.002
C  -3.941  2.376  -3.352  0.000
C  0.889  -2.814  -1.167  0.006

Results
Frontier orbital gap (spin up / spin down): 4.784 / 4.115 eV
Molecular weight: 952.17 Da
DFT total energy: -266644.248 eV
Energy above the lowest of the compared OMol25 structures with the same formula, charge and spin: 26.5 kcal/mol
Total charge: -2
2S+1: 2

Record 2
Below is a structure of composition C30H55F3IN8O7S in a non-equilibrium geometry, with properties calculated with ωB97M-V/def2-TZVPD.

Last column: Löwdin charge in e.
Positions of all 105 atoms, in Å:
C  0.645  0.931  0.122  -0.188
H  3.444  0.963  4.384  0.133
O  -6.327  -5.053  -0.977  -0.011
N  -7.339  -6.967  -0.221  -0.203
C  -0.903  0.961  0.545  -0.174
O  2.497  2.728  4.060  -0.021
C  5.207  3.203  -1.569  -0.142
N  4.451  3.866  -0.467  -0.141
H  -0.081  2.057  4.805  0.087
C  -1.812  1.868  -0.442  -0.175
C  0.461  1.824  5.725  -0.035
F  8.712  -1.472  0.734  0.084
O  -6.448  0.535  -2.172  -0.051
F  7.317  -1.574  -1.049  0.060
C  11.736  3.392  1.100  -0.349
H  4.607  5.166  1.212  0.119
H  -9.037  -0.119  -1.447  0.093
C  7.893  -0.680  -0.126  -0.458
H  9.848  1.347  2.597  0.081
H  0.752  2.761  6.206  0.099
N  4.422  1.788  0.954  0.015
H  -6.806  -7.879  1.592  0.088
H  -8.205  0.566  -0.036  0.091
H  12.164  3.290  3.771  0.094
C  -4.296  2.204  -1.485  -0.032
H  -7.801  -6.008  -1.987  0.137
H  -1.341  -0.101  0.660  0.120
O  6.125  -0.831  1.952  -0.340
H  -3.691  0.509  -0.031  0.093
C  -1.294  3.114  -1.192  -0.056
C  -3.760  3.468  -2.208  -0.063
H  1.827  -0.182  7.052  0.095
H  -6.694  -6.098  1.558  0.092
H  -5.524  -1.245  -1.854  0.144
C  -6.383  -0.580  -1.671  -0.337
C  1.822  -0.258  5.962  -0.050
H  -6.236  -2.919  -0.626  0.065
H  -0.208  3.461  -1.112  0.058
H  6.032  3.947  -1.885  0.148
C  5.942  1.832  -1.176  -0.190
C  10.574  1.334  1.782  -0.073
C  -7.140  -5.951  -1.107  -0.322
H  -0.183  1.254  6.395  0.093
H  1.010  -0.157  0.242  0.077
H  -7.086  -0.674  -6.619  0.086
H  4.942  2.119  1.783  0.138
H  -7.169  -2.392  0.794  0.091
C  5.322  4.661  0.454  -0.052
H  -6.216  -2.131  -7.152  0.089
H  10.052  1.474  0.835  0.058
N  1.653  1.066  5.397  -0.198
C  -7.797  -3.898  -5.730  -0.046
C  -7.183  -1.740  -6.827  -0.060
H  0.818  2.527  1.790  0.142
H  -7.827  -8.973  -0.478  0.090
H  -5.479  -7.076  0.709  0.093
C  2.578  1.621  4.568  -0.352
H  -7.573  -4.255  -6.736  0.087
C  -6.535  -7.014  0.984  -0.045
C  -7.848  -1.834  -4.460  -0.328
H  -8.005  -3.079  -0.627  0.085
H  7.063  2.048  -1.026  0.124
C  -2.280  3.933  -2.096  -0.066
H  1.878  3.670  -0.112  0.185
C  -8.503  -0.364  -0.526  -0.038
O  7.387  1.230  1.842  -0.320
H  11.091  0.370  1.767  0.096
H  4.527  3.062  -2.474  0.137
H  -1.023  1.447  1.587  0.112
H  -4.508  4.062  -2.842  0.092
N  -7.613  -2.463  -5.647  -0.202
C  -7.168  -2.461  -0.298  -0.070
H  2.759  -0.708  5.631  0.088
H  -5.386  1.840  -1.547  0.066
H  12.079  1.508  3.829  0.088
N  2.357  2.882  0.368  0.188
H  11.082  3.312  0.215  0.126
C  1.510  1.905  1.108  -0.133
H  -7.921  -1.885  -7.621  0.090
H  5.846  5.519  -0.089  0.119
S  6.669  0.197  0.979  0.780
C  -3.300  1.424  -0.590  -0.023
H  -8.855  -7.840  -1.388  0.085
C  12.342  2.368  3.211  -0.043
C  3.671  2.863  0.283  -0.185
H  5.895  1.156  -2.115  0.110
H  -9.157  -0.934  0.136  0.090
F  8.772  0.168  -0.828  0.077
H  13.400  2.319  2.945  0.096
C  -8.328  -8.002  -0.446  -0.059
O  -8.209  -2.379  -3.433  0.014
H  0.786  1.199  -0.980  0.109
N  11.546  2.386  2.000  -0.202
H  2.087  1.205  1.799  0.119
H  6.027  4.012  1.088  0.101
H  -1.943  4.874  -2.657  0.088
C  5.257  1.000  0.012  -0.839
I  4.032  -0.638  -0.739  1.042
H  -7.136  -4.387  -5.010  0.090
N  -7.319  -1.131  -0.852  -0.191
H  0.989  -0.890  5.643  0.093
H  -9.049  -7.990  0.375  0.091
H  -8.832  -4.142  -5.477  0.092
H  -7.678  -0.746  -4.505  0.131
O  12.532  4.303  1.221  0.018

Results
Frontier orbital gap: 5.845 eV
Molecular weight: 855.78 Da
DFT total energy: -85329.185 eV
Total charge: +1
2S+1: 1

Record 3
Below is a cluster of 3 separate species, C30H55IN4O9 in total, with properties calculated with ωB97M-V/def2-TZVPD.

Last column: Löwdin charge in e.
Positions of all 99 atoms, in Å:
H  1.536  -0.662  -2.268  0.119
I  -3.549  6.091  -4.788  0.830
H  -5.597  -0.836  -0.553  0.087
H  -3.687  2.341  -8.401  0.069
N  -4.649  -1.146  -0.716  0.103
H  0.635  -1.575  -4.178  0.124
C  -2.095  2.309  -4.361  -0.354
C  3.280  1.149  2.055  -0.195
H  2.717  -1.588  -1.363  0.130
C  3.418  -0.940  -3.261  -0.193
C  4.903  0.912  -3.209  -0.286
C  2.301  -1.437  -2.358  -0.188
H  0.927  -4.444  6.332  0.121
H  3.019  -0.947  1.855  0.123
C  -0.542  -2.686  1.945  -0.086
C  1.920  0.116  4.740  -0.096
H  5.543  0.451  -3.968  0.119
H  -4.827  3.149  -6.576  0.101
H  -0.124  4.144  2.663  0.122
H  6.235  1.093  -1.539  0.077
O  1.262  -4.796  4.314  -0.193
O  -5.429  3.184  -4.082  0.123
C  0.643  -2.543  -3.667  -0.184
C  1.391  2.706  2.257  -0.216
H  -2.698  -3.172  3.171  0.111
C  0.408  -4.838  5.452  -0.215
H  -0.944  -3.703  1.975  0.097
H  4.329  1.059  2.346  0.121
O  -1.000  2.459  -4.817  0.135
H  -3.293  -1.517  3.227  0.121
H  -4.540  4.776  -7.180  0.073
C  -2.604  -0.579  -1.910  -0.102
C  -1.899  -1.703  -1.188  -0.157
H  3.998  -1.785  -3.643  0.132
H  0.353  -2.637  2.566  0.069
C  -2.396  -2.131  3.339  -0.225
C  0.866  3.883  3.047  -0.216
H  6.475  2.321  -2.791  0.073
C  -2.580  1.297  -3.404  -0.071
C  -1.860  -1.894  4.746  -0.198
H  -2.511  -2.610  -1.166  0.129
H  2.129  -2.876  4.308  0.052
H  -0.840  -3.802  -2.718  0.131
C  -0.666  -2.743  -2.928  -0.186
O  2.762  -0.532  3.804  -0.197
H  0.079  -2.459  4.600  0.064
H  2.915  -4.080  5.360  0.090
H  3.016  -0.370  -4.105  0.122
H  2.876  2.395  3.604  0.069
H  -3.222  3.974  -8.886  0.070
H  2.645  3.791  5.201  0.078
H  0.709  1.862  2.434  0.105
N  -0.711  -2.669  5.194  -0.048
C  -0.903  -4.107  5.238  -0.218
O  4.232  -0.094  -2.469  -0.159
H  1.510  -0.118  2.208  0.105
H  -2.123  4.217  -5.963  0.069
H  -2.225  3.054  -7.773  0.069
N  2.774  2.404  2.598  -0.048
C  2.577  -0.143  2.450  -0.221
C  -4.349  2.691  -3.979  -0.385
C  2.387  -3.931  4.413  -0.095
H  3.261  1.219  0.962  0.116
C  -3.924  1.531  -3.159  -0.072
H  1.677  5.279  5.100  0.087
H  5.102  2.431  -1.689  0.073
O  1.746  -2.655  -2.798  -0.120
O  -0.632  -1.996  -1.730  -0.149
H  0.740  -3.311  -4.436  0.129
H  -1.575  -4.340  6.071  0.123
H  1.516  4.755  2.925  0.122
H  1.337  2.951  1.191  0.125
H  -1.477  -2.386  -3.574  0.127
C  -4.057  3.855  -6.869  -0.262
C  -4.652  0.726  -2.294  0.067
H  3.060  -4.189  3.596  0.092
H  2.357  1.047  5.112  0.075
C  -1.902  0.243  -2.794  0.077
H  -2.682  -2.044  5.454  0.118
C  -3.255  3.276  -8.053  -0.081
H  -0.851  0.089  -2.991  0.122
O  -1.512  -1.721  2.316  -0.191
H  4.158  1.539  -3.710  0.119
O  0.714  3.567  4.425  -0.193
C  1.632  4.202  5.288  -0.118
C  -3.984  -0.336  -1.659  -0.232
H  0.937  0.331  4.312  0.084
C  -3.162  4.152  -5.661  -0.688
H  -0.241  -2.456  0.922  0.075
N  -3.202  3.125  -4.661  -0.008
C  5.728  1.740  -2.252  -0.074
H  1.792  -0.557  5.590  0.087
H  0.187  -5.892  5.637  0.120
H  -1.579  -0.840  4.812  0.114
H  -4.666  -2.125  -0.972  0.092
H  -1.360  -4.512  4.323  0.106
H  -5.702  0.912  -2.110  0.126
H  1.282  4.039  6.306  0.088
H  -1.714  -1.382  -0.163  0.121

Results
Frontier orbital gap: 8.277 eV
Molecular weight: 742.69 Da
DFT total energy: -64487.802 eV
Energy above the lowest of the compared OMol25 structures with the same formula, charge and spin: 0.0 kcal/mol
2S+1: 1